1.
C2H23O10 | the ωB97M-V functional and the def2-TZVPD basis

ORCA input file:
```
! wB97M-V def2-TZVPD RIJCOSX def2/J DEFGRID3
* xyz -1 1
C 1.37066 0.96419 -0.54982
C -0.12044 0.73115 -0.28361
O -0.55378 -0.43754 0.29169
H 2.01165 0.93658 0.34666
H 1.54991 1.97166 -0.94085
H 1.91645 0.29464 -1.22191
H -0.53468 0.93403 -1.29965
H -0.52399 1.61154 0.25251
O 1.37329 -2.51629 -0.87792
H 0.95939 -1.81111 -0.34412
H 0.97176 -2.40910 -1.74617
O -2.17742 0.93045 2.42704
H -1.68643 0.76931 1.60077
H -1.56805 0.64926 3.11550
O 1.00576 3.40598 2.08656
H 1.64291 3.40943 2.80778
H 0.86441 2.46851 1.88982
O -0.52845 0.10393 -4.10064
H -0.85927 0.28782 -4.98507
H -0.88072 0.81675 -3.55390
O 3.99494 -1.34046 1.38606
H 4.55880 -0.61442 1.09821
H 4.56533 -1.90947 1.91347
O 1.29618 -1.29709 2.25599
H 0.53057 -1.01536 1.68544
H 2.07867 -1.29510 1.67747
O -2.34908 -1.45599 -1.71818
H -2.41601 -2.25917 -1.18842
H -1.82473 -0.85500 -1.16464
O -2.59119 -2.21019 1.15036
H -2.11959 -2.86711 1.67175
H -1.91333 -1.58473 0.82275
O -2.71740 1.87165 -1.89481
H -3.40166 2.03586 -1.23787
H -1.92445 1.68539 -1.37224
*
```

Values from the calculation:
Max |F|, eV Å⁻¹: 1.60
HOMO, eV: -5.31
Kohn-Sham gap, eV: 7.95
Relative energy (zero: lowest compared OMol25 entry of this formula, charge and spin), kcal per mole: 32.9
Calculated total energy, eV: -22923.799

Mulliken population analysis, charges in e, atoms 1 to 8: atom 1 (C): -1.58, atom 2 (C): -0.09, atom 3 (O): 0.13, atom 4 (H): 0.21, atom 5 (H): 0.42, atom 6 (H): 0.40, atom 7 (H): -0.53, atom 8 (H): 0.62

---

2.
F2H4N2P | the ωB97M-V functional and the def2-TZVPD basis

ORCA input file:
```
! wB97M-V def2-TZVPD RIJCOSX def2/J DEFGRID3
* xyz 1 1
N 0.44710 -1.25505 1.79651
N -0.86548 1.32881 -1.00068
F 0.55161 -0.55285 -1.75563
F 1.71017 1.12378 -0.38558
P 0.31967 0.32759 -0.45126
H -0.45691 -1.53709 1.69050
H 1.19088 -2.07286 1.67909
H -1.55235 0.80386 -1.41344
H -1.34468 1.83381 -0.15952
*
```

Values from the calculation:
Max |F|, eV Å⁻¹: 5.45
HOMO (spin up / spin down), eV: -16.83 / -16.04
Kohn-Sham gap (spin up / spin down), eV: 8.24 / 9.35
Relative energy (zero: lowest compared OMol25 entry of this formula, charge and spin), kcal per mole: 114.2
Calculated total energy, eV: -17759.582

Mulliken population analysis, charges in e, atoms 1 to 8: atom 1 (N): -0.43, atom 2 (N): -0.41, atom 3 (F): -0.18, atom 4 (F): -0.17, atom 5 (P): 0.86, atom 6 (H): 0.30, atom 7 (H): 0.33, atom 8 (H): 0.31

---

3.
H22O11 | the ωB97M-V functional and the def2-TZVPD basis

ORCA input file:
```
! wB97M-V def2-TZVPD RIJCOSX def2/J DEFGRID3
* xyz 0 1
O 0.83476 -2.60858 -1.44900
H 0.07176 -2.34558 -0.96400
H 1.53576 -2.83858 -0.82300
O 0.17776 2.15142 0.39500
H 0.51776 2.87242 0.91600
H -0.66224 2.00842 0.82000
O -1.75424 -4.11058 -1.09700
H -1.13324 -4.30658 -0.43900
H -1.95624 -3.19558 -1.00800
O -0.36024 -1.82458 3.01000
H -0.59424 -1.35658 3.82800
H -0.26524 -1.29458 2.20000
O -3.12424 1.27342 -1.37200
H -3.12024 1.02442 -0.46500
H -2.24024 0.95942 -1.63000
O 3.13176 2.51942 0.70200
H 2.90376 3.43442 0.55000
H 2.40976 2.00542 0.34100
O 2.15576 0.28742 -0.98000
H 1.44876 -0.19358 -0.51400
H 2.83676 -0.34958 -1.15100
O -0.56524 2.60442 -2.28500
H -0.14924 2.29142 -3.09200
H -0.06624 2.16742 -1.55400
O 1.19676 1.02942 3.41700
H 1.08676 1.87342 2.98500
H 1.60576 0.46242 2.77100
O -1.60224 -1.33858 -1.22500
H -2.40424 -1.00758 -0.85000
H -1.81924 -1.26358 -2.10100
O 0.18376 -0.57458 0.56000
H 0.23776 0.38842 0.58800
H -0.51824 -0.74458 -0.08400
*
```

Values from the calculation:
Max |F|, eV Å⁻¹: 4.09
HOMO, eV: -11.07
Kohn-Sham gap, eV: 10.42
Relative energy (zero: lowest compared OMol25 entry of this formula, charge and spin), kcal per mole: 58.7
Calculated total energy, eV: -22878.970
SMILES: O.O.O.O.O.O.O.O.O.O.O

Mulliken population analysis, charges in e, atoms 1 to 8: atom 1 (O): -0.57, atom 2 (H): 0.18, atom 3 (H): 0.32, atom 4 (O): -0.51, atom 5 (H): 0.18, atom 6 (H): 0.26, atom 7 (O): -0.61, atom 8 (H): 0.29